ORCA calculation (the ωB97M-V functional and the def2-TZVPD basis) on a cluster of 2 separate species, C3H3NO in total.

Computed properties:
- Relative energy (zero: lowest compared OMol25 entry of this formula, charge and spin): 3.124 eV
- Strongest force on any atom: 4.20 eV/Å
- SMILES: C#CO.C#N

Last column: Löwdin charge in e.
Element x y z (Å)
C1 1.24153 -0.82183 0.67962  0.09
C2 1.72642 0.09217 0.03053  -0.26
O1 2.38222 1.01035 -0.65170  0.07
H1 1.08875 -1.64991 1.30729  0.01
H2 3.05885 0.60278 -1.13134  0.09
C3 -3.16555 0.25630 -0.06164  -0.11
N1 -2.22179 0.82240 -0.30679  0.05
H3 -4.11043 -0.31227 0.13403  0.08

ORCA calculation (the ωB97M-V functional and the def2-TZVPD basis) on a structure of composition C3H3NO.

Computed properties:
- Relative energy (zero: lowest compared OMol25 entry of this formula, charge and spin): 2.669 eV
- Strongest force on any atom: 2.13 eV/Å

Last column: Löwdin charge in e.
Element x y z (Å)
C1 0.33931 -0.38482 -0.07922  -0.50
C2 1.52171 0.43499 0.07385  -0.08
C3 -1.09311 0.01287 0.08036  -0.06
N1 1.04338 -1.34862 -0.41264  0.20
O1 2.64050 0.76018 0.14674  0.16
H1 -1.03651 0.89412 0.82126  0.11
H2 -1.84014 -0.85630 0.15645  0.11
H3 -1.57514 0.48758 -0.78680  0.07

ORCA calculation (the ωB97M-V functional and the def2-TZVPD basis) on a cluster of 2 separate species, C3H3NO in total.

Computed properties:
- Relative energy (zero: lowest compared OMol25 entry of this formula, charge and spin): 4.511 eV
- Strongest force on any atom: 3.78 eV/Å

Last column: Löwdin charge in e.
Element x y z (Å)
C1 2.31510 0.04194 -0.27504  -0.55
C2 -1.74730 0.21312 0.00848  -0.05
C3 -0.64410 -0.38775 0.26015  0.11
N1 1.66544 -0.94318 -0.52555  0.10
O1 2.82137 1.02785 0.00387  0.14
H1 -2.72975 0.06493 0.51821  0.09
H2 -1.76327 0.85934 -0.92213  0.10
H3 0.08251 -0.87625 0.93201  0.06

ORCA calculation (the ωB97M-V functional and the def2-TZVPD basis) on an isolated molecule of C3H3NO.

Computed properties:
- Relative energy (zero: lowest compared OMol25 entry of this formula, charge and spin): 6.882 eV
- Strongest force on any atom: 6.70 eV/Å

Last column: Löwdin charge in e.
Element x y z (Å)
C1 1.07780 -0.21235 0.55997  0.06
C2 -0.12906 0.38965 -0.14493  -0.26
C3 0.74812 -0.74051 -0.62405  0.06
N1 -2.46732 0.56448 0.10815  0.06
O1 -1.42591 0.00074 0.45669  -0.19
H1 1.55463 0.09640 1.50163  0.11
H2 0.03259 1.33249 -0.52997  0.10
H3 0.60915 -1.43091 -1.32748  0.05

ORCA calculation (the ωB97M-V functional and the def2-TZVPD basis) on an isolated molecule of C3H3NO.

Computed properties:
- Relative energy (zero: lowest compared OMol25 entry of this formula, charge and spin): 1.470 eV
- Strongest force on any atom: 1.65 eV/Å
- SMILES: N#C/C=C/O

Last column: Löwdin charge in e.
Element x y z (Å)
N1 -2.59831 0.96528 -0.10008  0.13
C1 -1.45268 0.78759 -0.07865  -0.26
C2 -0.08098 0.49041 0.05460  -0.14
C3 0.53959 -0.60021 -0.46656  -0.16
O1 1.47773 -1.10624 0.33485  0.05
H1 0.57849 1.20238 0.54600  0.12
H2 0.40716 -1.07787 -1.43627  0.14
H3 1.12901 -0.66134 1.14611  0.12

ORCA calculation (the ωB97M-V functional and the def2-TZVPD basis) on a cluster of 2 separate species, C3H3NO2 in total.

Computed properties:
- Relative energy (zero: lowest compared OMol25 entry of this formula, charge and spin): 1.993 eV
- Strongest force on any atom: 4.27 eV/Å
- SMILES: C=C=O.N=C=O

Last column: Löwdin charge in e.
Element x y z (Å)
C1 -0.87023 1.25177 -0.02533  -0.03
C2 -0.89507 1.18163 1.23966  -0.31
O1 -0.90162 1.13186 2.38454  0.21
H1 -1.39165 0.62529 -0.69546  0.05
H2 0.02257 1.89912 -0.35375  0.13
N1 -0.11184 -1.52245 -0.78181  0.22
C3 0.13781 -2.54593 -1.31375  -0.44
O2 0.29899 -3.59175 -1.79802  0.13
H3 -0.21942 -0.63852 -0.30381  0.02